43
Properties=species:S:1:pos:R:3:mulliken_charge:R:1 method="wB97M-V/def2-TZVPD" homo_ev=-8.439 orbital_gap_ha=0.3340 e_tot_ev=-34975.271 smiles=CC[C@@H](CNCc1ccc(Cl)cc1)[C@H]1C[C@@H]1c1cnc[nH]1 total_charge=0
C -1.7586 -2.5903 2.0797 -0.998
C -1.0236 -1.2608 2.3946 -0.769
C -0.1194 -0.8632 1.1197 0.613
C 0.2387 0.5774 1.2252 -1.480
N -0.8015 1.4200 0.6682 0.108
C -0.8030 2.8149 0.4518 -1.060
C -1.8752 3.0389 -0.6474 0.442
C -3.0036 3.8141 -0.4264 -0.323
C -3.8809 4.0885 -1.4524 -0.540
C -3.5784 3.6582 -2.8130 0.185
Cl -4.7138 4.0501 -4.1448 -0.216
C -2.5578 2.7763 -2.9495 -0.474
C -1.8460 2.3696 -1.8231 -0.003
C 1.2022 -1.7193 1.0023 -0.372
C 1.0544 -3.1009 0.3660 -0.924
C 1.8669 -1.9670 -0.4247 -0.080
C 3.4169 -2.0967 -0.5717 0.316
C 4.4058 -2.3893 0.3370 -0.392
N 5.6484 -2.2321 -0.3583 -0.656
C 5.4362 -1.9641 -1.6038 -0.201
N 4.0752 -1.9647 -1.7713 -0.148
H -2.0728 -2.6831 0.9957 0.230
H -0.9600 -3.3120 2.4375 0.215
H -2.5856 -2.8636 2.7418 0.363
H -1.7750 -0.4673 2.6524 0.388
H -0.3559 -1.4691 3.1972 0.426
H -0.7123 -0.9501 0.1824 0.311
H 1.2425 0.7375 0.8410 0.498
H 0.4502 0.7140 2.2841 0.295
H -1.7353 1.2648 1.0247 0.220
H -1.0455 3.3451 1.4464 0.312
H 0.2020 3.2213 0.2324 0.341
H -3.0329 4.1538 0.6041 0.327
H -4.7756 4.7060 -1.3113 0.358
H -2.3221 2.4294 -3.9649 0.367
H -1.0122 1.5631 -1.9388 0.141
H 1.8175 -1.5150 1.9461 0.340
H 0.1252 -3.4985 -0.0670 0.250
H 1.6046 -3.9410 0.8372 0.300
H 1.4182 -1.7003 -1.3356 0.446
H 4.2604 -2.7276 1.3778 0.370
H 6.2509 -1.7017 -2.2588 0.396
H 3.6308 -1.7650 -2.5827 0.081

=====

13
Properties=species:S:1:pos:R:3:mulliken_charge:R:1 method="wB97M-V/def2-TZVPD" multiplicity=2 homo_ev="-11.538 / -11.141" orbital_gap_ha="0.2207 / 0.2414" e_tot_ev=-13961.952 s_squared=1.730 e_above_lowest_kj_mol=497.8 total_charge=+1
H -2.8091 -1.3965 1.9235 0.038
C -1.0129 0.4664 -0.0232 0.640
C -0.4969 -0.9483 -0.0193 -0.448
C 1.0036 -0.8266 -0.3033 -0.171
C 1.2980 0.6480 -0.1863 -0.287
O -1.9257 0.9556 0.6060 -0.536
O -0.0105 1.2939 -0.4288 -0.415
Li 0.0667 3.2295 -0.6877 0.839
Mg 2.7794 2.1274 -0.1906 0.271
H -1.0634 -1.5525 -0.7374 0.279
H -0.6875 -1.3844 0.9727 0.217
H 1.2373 -1.1989 -1.3172 0.256
H 1.6208 -1.4137 0.3914 0.317

=====

13
Properties=species:S:1:pos:R:3:mulliken_charge:R:1 method="wB97M-V/def2-TZVPD" homo_ev=-8.221 orbital_gap_ha=0.3032 e_tot_ev=-29434.594 smiles="ON1C=C[C@@H](S)C1=S" e_above_lowest_kj_mol=241.2 total_charge=0
O -2.4748 0.0133 -0.8208 -0.421
N -1.2662 -0.0521 -0.2529 0.390
C -0.6934 -1.2836 -0.0785 -0.466
C 0.5774 -1.2192 0.3589 -0.597
C 0.9245 0.2290 0.4503 0.287
S 2.1954 0.7437 -0.7652 -0.182
C -0.4080 0.9533 0.0910 -0.376
S -0.6603 2.5362 0.0717 -0.370
H -2.6312 0.9808 -0.8069 0.373
H -1.3584 -2.0816 -0.3209 0.446
H 1.2541 -1.9965 0.5944 0.437
H 1.3050 0.5545 1.4547 0.344
H 3.2359 0.6222 0.0242 0.136

=====

34
Properties=species:S:1:pos:R:3:mulliken_charge:R:1 method="wB97M-V/def2-TZVPD" homo_ev=-8.565 orbital_gap_ha=0.3276 e_tot_ev=-24333.721 smiles="N[C@@H](Cc1c[nH]c2ccccc12)C(=O)NCC(=O)O" e_above_lowest_kj_mol=493.8 total_charge=0
N 3.4408 -2.1797 0.3347 -0.677
C 2.3508 -1.3932 -0.1579 0.046
C 0.9361 -2.1251 0.1039 -1.065
C -0.2948 -1.5121 -0.4063 0.345
C -0.9168 -2.0408 -1.5099 -0.793
N -2.1813 -1.4436 -1.5774 -0.140
C -2.2881 -0.4717 -0.5326 -0.345
C -3.4404 0.4811 -0.3445 -0.761
C -3.3652 1.0990 0.8995 -0.144
C -2.3185 0.9105 1.8896 -0.901
C -1.1592 0.1925 1.5582 -0.245
C -1.0752 -0.4671 0.2112 1.025
C 2.0049 -0.0040 0.4136 0.479
O 2.5608 0.4583 1.3826 -0.642
N 1.0419 0.7213 -0.3735 -0.335
C 0.4405 2.0151 -0.0184 0.071
C 1.0052 3.2986 -0.8042 0.388
O 0.5087 4.3677 -0.7654 -0.490
O 2.3613 3.0346 -1.0358 -0.555
H 4.2756 -1.8235 0.0208 0.291
H 3.7260 -2.2468 1.3877 0.256
H 2.3760 -1.3082 -1.3074 0.339
H 0.7901 -3.2067 -0.3665 0.343
H 0.8634 -2.4562 1.1726 0.257
H -0.6568 -2.6751 -2.3231 0.506
H -2.5031 -1.3818 -2.5163 0.257
H -4.4934 0.8248 -0.7556 0.216
H -4.3535 1.5502 1.3736 0.230
H -2.3514 1.3216 2.8842 0.396
H -0.2638 -0.0503 2.0371 0.578
H 0.5544 0.0507 -1.0794 0.298
H -0.6362 2.1559 -0.2275 0.125
H 0.5792 2.1902 1.1627 0.250
H 2.4821 2.1140 -0.7305 0.398

=====

9
Properties=species:S:1:pos:R:3:mulliken_charge:R:1 method="wB97M-V/def2-TZVPD" homo_ev=-4.415 orbital_gap_ha=0.2773 e_tot_ev=-90256.032 e_above_lowest_kj_mol=191.4 total_charge=-1
C 0.1631 -2.2344 1.7315 0.628
C 0.0480 -0.1997 -0.3561 -0.355
N -0.5465 -1.7000 0.5894 -0.154
O 1.0738 -1.4986 2.0910 -0.707
O -0.3247 -3.2819 2.1344 -0.704
Cl -1.7938 -2.4708 -0.2846 -0.157
Br 0.8651 -0.7201 -1.9662 -0.137
H 0.7662 0.1850 0.3536 0.304
H -0.8488 0.3729 -0.5210 0.282